i) Molecular formula: C6H16N
Method: DFT, ωB97M-V/def2-TZVPD

Values from the calculation:
HOMO energy   -13.83 eV
Gap between HOMO and LUMO   8.891 eV

ORCA input file:
```
! RIJCOSX wB97M-V def2-TZVPD def2/J DEFGRID3
* xyz 1 1
C 0.436 -2.609 0.035
C -0.275 -1.283 -0.318
C -0.058 -0.058 0.376
C 0.459 -0.409 -1.391
C -0.237 0.827 -2.086
C 0.037 2.222 -1.381
N -0.559 0.663 3.701
H 1.402 -2.682 -0.513
H -0.224 -3.509 -0.023
H 0.809 -2.654 1.073
H -1.262 -1.504 -0.760
H 0.886 0.040 0.914
H -0.660 0.855 0.323
H 1.535 -0.170 -1.221
H 0.494 -1.106 -2.241
H -1.313 0.702 -2.219
H 0.172 1.009 -3.103
H -0.775 2.575 -0.704
H 0.928 2.205 -0.711
H 0.202 3.018 -2.086
H -1.314 -0.007 3.884
H -0.890 1.525 4.100
H 0.206 0.349 4.350
*
```

---

ii) Molecular formula: C6H16N
Method: DFT, ωB97M-V/def2-TZVPD

Values from the calculation:
HOMO energy   -13.87 eV
Gap between HOMO and LUMO   6.301 eV

ORCA input file:
```
! RIJCOSX wB97M-V def2-TZVPD def2/J DEFGRID3
* xyz 1 1
C 2.772 -0.022 0.942
C 1.847 -0.244 -0.317
C 0.571 -1.116 0.036
C -0.477 -1.122 -1.074
C -1.174 0.348 -1.426
C -1.675 0.959 -0.177
N -0.568 1.486 0.654
H 3.052 -1.140 1.070
H 2.265 0.468 1.835
H 3.787 0.485 0.781
H 1.472 0.754 -0.662
H 2.548 -0.920 -0.979
H 0.028 0.697 0.943
H 0.792 -2.130 0.369
H -1.360 -1.738 -0.853
H 0.010 -1.530 -1.937
H -2.097 0.192 -2.004
H -0.492 0.879 -2.049
H -2.435 1.732 -0.412
H -2.243 0.152 0.407
H -5.437 -1.542 4.806
H -6.167 -1.477 4.738
H -0.925 1.906 1.469
*
```

---

Quick one: most stable of them? i)

---

i) Molecular formula: C5H8IN2
Method: DFT, ωB97M-V/def2-TZVPD

Values from the calculation:
Structure (SMILES)   C=N/C=[NH+]/C=C(/C)I
HOMO energy   -11.95 eV
Gap between HOMO and LUMO   7.627 eV

ORCA input file:
```
! RIJCOSX wB97M-V def2-TZVPD def2/J DEFGRID3
* xyz 1 1
C 2.533 2.931 0.161
C -0.219 -0.885 -0.132
C 1.508 0.749 -0.270
C -1.678 -1.155 -0.035
C -2.245 -2.507 0.162
N 1.999 1.920 -0.278
N 0.225 0.429 -0.170
I -2.906 0.467 -0.170
H 3.112 3.586 -0.412
H 2.742 3.016 1.229
H 0.614 -1.512 -0.102
H 2.273 0.080 -0.619
H -2.247 -2.518 1.211
H -1.839 -3.333 -0.424
H -3.419 -2.530 0.002
H -0.453 1.262 -0.153
*
```

---

ii) Molecular formula: C5H8IN2
Method: DFT, ωB97M-V/def2-TZVPD

Values from the calculation:
Structure (SMILES)   Cn1cc[n+](C)c1I
HOMO energy   -13.18 eV
Gap between HOMO and LUMO   9.434 eV

ORCA input file:
```
! RIJCOSX wB97M-V def2-TZVPD def2/J DEFGRID3
* xyz 1 1
C 0.980 0.086 1.046
C 1.031 -1.041 0.293
C -0.598 0.424 -0.439
C -0.153 2.198 1.290
C -0.311 -2.011 -1.611
N 0.014 0.934 0.588
N 0.120 -0.963 -0.684
I -2.295 1.150 -1.380
H 1.607 0.381 1.786
H 1.732 -1.938 0.422
H -0.836 2.755 0.775
H -0.622 2.009 2.153
H 0.923 2.742 1.419
H 0.460 -2.062 -2.385
H -0.738 -2.921 -1.121
H -1.317 -1.743 -2.154
*
```

---

Quick one: most stable of them? ii)

---

i) Molecular formula: C5H8IN2
Method: DFT, ωB97M-V/def2-TZVPD

Values from the calculation:
Structure (SMILES)   C\[NH+]=C/C=C\N=C/I
HOMO energy   -13.53 eV
Gap between HOMO and LUMO   8.288 eV

ORCA input file:
```
! RIJCOSX wB97M-V def2-TZVPD def2/J DEFGRID3
* xyz 1 1
C -0.215 -1.146 -1.125
C -0.076 0.222 -1.409
C 0.150 -1.717 0.087
C 1.390 0.098 1.089
C -1.365 0.927 0.680
N 0.569 -0.855 1.065
N -0.460 1.093 -0.445
I 3.206 0.282 -0.025
H -0.455 -1.923 -1.851
H 0.498 0.668 -2.266
H 0.145 -2.750 0.161
H 1.286 0.841 1.866
H -2.229 1.559 0.700
H -1.749 -0.026 0.551
H -0.771 0.796 1.527
H 0.076 1.931 -0.604
*
```

---

ii) Molecular formula: C5H8IN2
Method: DFT, ωB97M-V/def2-TZVPD

Values from the calculation:
Structure (SMILES)   C[C@H](I)[n+]1cc[nH]c1
HOMO energy   -13.22 eV
Gap between HOMO and LUMO   8.899 eV

ORCA input file:
```
! RIJCOSX wB97M-V def2-TZVPD def2/J DEFGRID3
* xyz 1 1
C -0.666 -2.267 0.449
C 0.118 -1.324 1.045
C -0.499 -0.583 -0.921
C 0.998 1.882 -0.647
C 1.116 0.827 0.338
N -1.001 -1.767 -0.771
N 0.174 -0.255 0.179
I 3.086 -0.351 0.072
H -0.692 -3.297 0.752
H 0.887 -1.536 1.816
H -0.691 -0.087 -1.844
H 1.144 1.802 -1.647
H 1.663 2.675 -0.377
H 0.018 2.260 -0.563
H 1.388 1.054 1.331
H -1.613 -2.368 -1.449
*
```

---

Quick one: most stable of them? ii)

---

i) Molecular formula: C13H52N26O13
Method: DFT, ωB97M-V/def2-TZVPD

Values from the calculation:
HOMO energy   -8.87 eV
Gap between HOMO and LUMO   8.844 eV

ORCA input file:
```
! RIJCOSX wB97M-V def2-TZVPD def2/J DEFGRID3
* xyz 0 1
C 7.263 11.640 7.261
O 6.590 11.477 6.279
N 8.665 11.571 7.180
N 6.696 11.878 8.525
H 9.219 12.092 7.846
H 9.053 11.590 6.255
H 5.730 11.621 8.535
H 7.121 11.636 9.394
C 9.946 16.132 14.011
O 11.163 15.951 13.633
N 9.027 16.857 13.244
N 9.494 15.542 15.201
H 8.086 17.022 13.563
H 9.270 17.195 12.320
H 10.110 14.879 15.682
H 8.555 15.155 15.299
C 12.963 15.583 10.363
O 13.628 15.579 9.349
N 12.304 14.397 10.738
N 12.692 16.652 11.116
H 11.894 14.275 11.672
H 12.528 13.571 10.206
H 13.295 17.378 10.784
H 12.216 16.695 11.984
C 12.582 10.618 8.577
O 12.991 11.389 9.413
N 12.253 11.120 7.318
N 12.468 9.253 8.877
H 12.708 11.974 7.127
H 11.966 10.504 6.579
H 12.635 8.674 8.074
H 12.984 9.021 9.724
C 9.629 11.776 11.717
O 8.576 11.803 10.982
N 10.734 10.927 11.458
N 9.771 12.655 12.831
H 10.792 10.400 10.579
H 11.660 10.983 11.883
H 9.050 13.316 12.988
H 10.301 12.383 13.646
C 12.538 12.999 15.859
O 11.314 12.864 15.592
N 13.273 12.082 16.597
N 13.311 14.077 15.344
H 14.246 12.317 16.861
H 12.796 11.278 17.019
H 14.290 13.958 15.347
H 12.854 14.846 14.873
C 7.198 8.038 9.367
O 6.737 7.196 8.602
N 6.630 8.243 10.623
N 8.337 8.832 9.051
H 5.868 7.604 10.739
H 7.055 8.728 11.408
H 8.285 8.806 8.040
H 8.438 9.804 9.331
C 7.358 12.792 16.193
O 7.324 13.388 15.071
N 6.233 12.879 17.034
N 8.473 11.975 16.567
H 5.621 13.681 16.948
H 6.340 12.373 17.882
H 9.370 12.178 16.102
H 8.678 11.706 17.519
C 10.427 9.126 16.264
O 10.659 9.663 17.387
N 10.243 9.852 15.087
N 10.222 7.776 16.027
H 10.126 9.461 14.175
H 10.511 10.822 15.146
H 10.047 7.452 15.077
H 10.414 7.101 16.733
C 9.313 6.868 12.199
O 9.486 7.300 13.372
N 10.161 7.138 11.164
N 8.423 5.832 11.945
H 10.893 7.825 11.196
H 9.707 7.271 10.274
H 8.193 5.640 10.967
H 7.905 5.410 12.680
C 13.568 8.752 13.143
O 13.020 9.199 12.149
N 14.002 9.612 14.195
N 13.642 7.357 13.360
H 14.885 9.390 14.682
H 14.032 10.570 13.845
H 14.141 6.931 14.123
H 13.335 6.848 12.556
C 5.842 9.709 14.090
O 4.944 8.953 13.988
N 6.898 9.425 14.872
N 5.906 10.801 13.248
H 7.638 10.081 15.038
H 6.704 8.781 15.592
H 6.800 11.200 13.045
H 5.188 10.742 12.536
C 6.218 15.242 11.212
O 7.009 16.062 10.783
N 6.372 14.625 12.483
N 5.101 14.998 10.529
H 5.799 13.927 12.940
H 7.276 14.797 12.868
H 4.362 14.490 10.989
H 4.874 15.510 9.694
*
```

---

ii) Molecular formula: C13H52N26O13
Method: DFT, ωB97M-V/def2-TZVPD

Values from the calculation:
HOMO energy   -9.41 eV
Gap between HOMO and LUMO   9.308 eV

ORCA input file:
```
! RIJCOSX wB97M-V def2-TZVPD def2/J DEFGRID3
* xyz 0 1
C -3.077 5.333 3.789
O -2.548 6.402 4.030
N -4.164 4.931 4.395
N -2.673 4.478 2.941
H -4.643 5.575 5.009
H -4.721 4.172 4.030
H -3.285 3.771 2.558
H -1.741 4.663 2.598
C -3.465 -5.578 2.124
O -3.114 -4.774 2.969
N -3.661 -5.370 0.864
N -3.389 -6.813 2.262
H -4.098 -6.037 0.245
H -3.629 -4.392 0.614
H -3.387 -7.342 1.401
H -3.377 -7.137 3.219
C 8.177 -2.313 -1.273
O 8.264 -3.132 -2.167
N 7.404 -2.303 -0.259
N 8.971 -1.288 -1.171
H 7.368 -1.647 0.508
H 6.681 -2.999 -0.144
H 9.732 -1.173 -1.825
H 8.983 -0.723 -0.334
C 2.008 -4.767 2.416
O 3.179 -4.937 2.589
N 1.230 -4.353 3.370
N 1.343 -4.857 1.317
H 0.277 -4.082 3.176
H 1.603 -3.985 4.233
H 1.985 -4.864 0.537
H 0.419 -4.499 1.120
C 4.395 2.087 3.870
O 4.569 1.390 2.926
N 3.767 3.216 3.690
N 4.754 1.800 5.053
H 3.334 3.397 2.796
H 3.627 3.925 4.396
H 5.159 0.880 5.156
H 4.794 2.560 5.717
C -7.138 0.387 0.224
O -6.604 -0.676 0.444
N -7.559 1.194 1.117
N -7.348 0.723 -0.984
H -7.726 0.598 1.915
H -8.149 1.982 0.891
H -7.166 0.066 -1.730
H -7.869 1.557 -1.214
C -4.585 -2.786 -7.106
O -5.284 -1.901 -6.567
N -3.524 -3.250 -6.557
N -4.698 -3.224 -8.367
H -2.833 -3.862 -6.965
H -3.286 -2.887 -5.645
H -4.277 -4.128 -8.527
H -5.381 -2.761 -8.949
C 1.704 6.016 -1.819
O 1.526 5.274 -0.917
N 1.924 5.599 -2.986
N 1.816 7.309 -1.743
H 2.367 6.214 -3.653
H 1.987 4.592 -3.022
H 2.093 7.710 -2.628
H 1.737 7.751 -0.838
C 0.367 -0.080 8.041
O 1.004 -0.996 7.670
N -0.351 -0.125 9.079
N 0.284 1.006 7.448
H -0.928 0.672 9.311
H -0.322 -0.989 9.602
H -0.192 1.810 7.831
H 0.788 1.105 6.578
C 0.729 -0.184 -0.738
O 0.075 -0.600 -1.661
N 1.935 0.287 -0.800
N 0.178 -0.156 0.450
H 2.490 0.476 0.022
H 2.330 0.149 -1.720
H -0.759 -0.485 0.268
H 0.646 -0.184 1.345
C -5.525 -0.531 5.921
O -6.358 0.294 6.116
N -4.400 -0.337 5.315
N -5.555 -1.845 6.221
H -4.145 0.639 5.359
H -3.815 -1.091 4.985
H -5.055 -2.433 5.569
H -6.454 -2.092 6.609
C 0.415 1.674 -8.605
O 0.874 2.701 -8.167
N 0.048 0.727 -7.826
N 0.474 1.281 -9.895
H -0.016 -0.261 -8.029
H -0.197 0.853 -6.855
H 0.112 0.381 -10.177
H 0.695 1.927 -10.640
C 6.351 0.681 -7.024
O 6.088 0.896 -8.252
N 7.567 0.707 -6.482
N 5.481 0.629 -6.063
H 7.668 0.759 -5.479
H 8.369 0.778 -7.093
H 5.847 0.596 -5.123
H 4.484 0.648 -6.226
*
```

---

Quick one: most stable of them? i)